(1)
{"formula": "C36H66O21S6", "method": "ωB97M-V/def2-TZVPD", "e_homo_ev": -9.95, "e_lumo_ev": 0.219, "smiles": "C[C@H]1COC(=O)O1.C[C@H]1COC(=O)O1.C[C@H]1COC(=O)O1.O=S1(=O)CCCC1.O=S1(=O)CCCC1.O=S1(=O)CCCC1.O=S1(=O)CCCC1.O=S1(=O)CCCC1.O=S1(=O)CCCC1", "charge": 0, "largest_force_ev_per_a": 3.698, "homo_lumo_gap_ev": 10.166, "e_above_lowest_kcal_mol": 0.00, "spin_multiplicity": 1, "symbols": ["S", "S", "S", "S", "S", "S", "O", "O", "O", "O", "O", "O", "O", "O", "O", "O", "O", "O", "O", "O", "O", "O", "O", "O", "O", "O", "O", "C", "C", "C", "C", "C", "C", "C", "C", "C", "C", "C", "C", "C", "C", "C", "C", "C", "C", "C", "C", "C", "C", "C", "C", "C", "C", "C", "C", "C", "C", "C", "C", "C", "C", "C", "C", "H", "H", "H", "H", "H", "H", "H", "H", "H", "H", "H", "H", "H", "H", "H", "H", "H", "H", "H", "H", "H", "H", "H", "H", "H", "H", "H", "H", "H", "H", "H", "H", "H", "H", "H", "H", "H", "H", "H", "H", "H", "H", "H", "H", "H", "H", "H", "H", "H", "H", "H", "H", "H", "H", "H", "H", "H", "H", "H", "H", "H", "H", "H", "H", "H", "H"], "coordinates": [[18.268, 13.211, 17.681], [14.960, 15.908, 16.937], [17.987, 11.016, 12.628], [15.879, 8.096, 15.161], [18.202, 16.617, 12.762], [13.101, 10.198, 20.480], [19.433, 16.098, 13.310], [11.212, 10.032, 15.773], [13.893, 11.305, 20.087], [10.143, 16.483, 12.099], [13.902, 16.797, 16.483], [16.940, 8.313, 14.203], [17.328, 15.718, 12.082], [15.876, 6.834, 15.879], [11.236, 10.525, 13.624], [17.714, 11.377, 13.991], [10.566, 17.264, 14.131], [16.959, 12.634, 17.890], [10.024, 11.860, 14.923], [9.032, 15.745, 13.845], [18.670, 14.311, 18.574], [12.584, 15.228, 13.798], [12.855, 9.985, 21.885], [12.208, 13.607, 15.294], [16.102, 15.658, 16.073], [16.924, 10.837, 11.664], [14.230, 13.850, 14.390], [9.898, 18.074, 16.312], [10.495, 10.973, 11.438], [9.965, 16.475, 13.260], [11.480, 8.817, 18.812], [9.186, 15.847, 15.267], [13.788, 15.793, 13.199], [14.326, 8.469, 14.311], [15.902, 9.614, 16.128], [15.024, 10.581, 15.348], [14.833, 13.820, 11.928], [11.016, 11.617, 12.735], [11.506, 10.132, 19.636], [18.536, 13.699, 16.027], [10.170, 12.570, 13.676], [13.707, 8.680, 19.768], [12.990, 14.198, 14.589], [19.969, 11.740, 16.355], [10.803, 10.752, 14.865], [14.746, 14.625, 13.244], [10.310, 16.807, 15.471], [15.711, 15.500, 19.448], [14.302, 14.365, 17.706], [19.928, 13.093, 15.641], [14.522, 14.509, 19.236], [17.280, 17.426, 14.004], [19.138, 12.173, 11.796], [20.380, 11.342, 11.496], [14.472, 9.980, 14.032], [15.548, 16.740, 18.538], [18.594, 18.100, 11.785], [19.170, 9.607, 12.566], [12.985, 8.530, 18.477], [16.887, 18.778, 13.398], [18.160, 19.253, 12.667], [19.564, 11.905, 17.811], [20.584, 10.217, 12.514], [18.113, 20.241, 12.125], [18.531, 14.812, 16.057], [19.093, 11.073, 18.401], [15.467, 11.574, 15.096], [9.556, 14.883, 15.567], [21.381, 9.511, 12.240], [19.930, 12.957, 14.564], [11.663, 10.978, 18.989], [13.198, 9.333, 17.741], [13.488, 8.306, 15.040], [16.394, 17.236, 18.189], [10.900, 8.756, 17.849], [9.484, 10.609, 11.449], [9.871, 17.755, 17.368], [10.632, 18.907, 16.188], [14.142, 10.803, 15.924], [11.135, 7.976, 19.482], [18.055, 18.133, 10.833], [16.424, 19.505, 14.043], [13.218, 14.166, 17.413], [15.329, 14.361, 11.122], [10.575, 11.639, 10.535], [11.241, 16.441, 15.891], [16.425, 16.800, 14.271], [11.192, 10.133, 11.213], [16.947, 9.858, 16.296], [13.842, 13.615, 11.584], [9.153, 12.762, 13.309], [18.946, 19.325, 13.469], [14.823, 8.749, 19.798], [8.145, 16.004, 15.703], [16.680, 15.029, 19.217], [20.778, 13.709, 15.936], [15.508, 9.361, 17.069], [16.105, 18.672, 12.569], [10.714, 13.521, 13.805], [15.458, 12.938, 12.063], [15.109, 10.136, 13.167], [20.986, 11.286, 16.336], [13.061, 7.553, 18.028], [17.939, 17.535, 14.807], [15.732, 14.961, 13.500], [19.235, 11.084, 15.831], [20.989, 10.603, 13.431], [10.812, 10.267, 20.444], [17.663, 13.436, 15.371], [14.126, 16.672, 13.762], [15.743, 15.731, 20.550], [18.958, 9.048, 11.705], [13.374, 7.894, 20.453], [19.698, 17.924, 11.671], [20.329, 12.359, 18.473], [14.946, 13.565, 17.339], [14.822, 13.561, 19.760], [13.527, 16.078, 12.130], [19.177, 13.000, 12.506], [12.009, 12.023, 12.497], [14.315, 7.852, 13.438], [18.942, 9.026, 13.427], [20.388, 10.963, 10.487], [14.716, 17.391, 18.769], [21.259, 11.996, 11.484], [13.661, 14.901, 19.754], [8.936, 18.363, 15.995], [13.556, 10.512, 13.757], [18.588, 12.537, 10.860]], "lowdin_charge": [0.6861, 0.7295, 0.6906, 0.6915, 0.6529, 0.6374, -0.3176, 0.1074, -0.3018, 0.1667, -0.3461, -0.3367, -0.3113, -0.3253, 0.0339, -0.3142, 0.0867, -0.3202, 0.0659, 0.0688, -0.3479, 0.0468, -0.3308, 0.1173, -0.3425, -0.3359, 0.1033, -0.0037, -0.0191, -0.6615, -0.1891, -0.0817, -0.0526, -0.1864, -0.2013, -0.1997, 0.0097, -0.2625, -0.1976, -0.2412, -0.0550, -0.2488, -0.6004, -0.2414, -0.5228, -0.2627, -0.2813, -0.2141, -0.1897, -0.1823, -0.1956, -0.2418, -0.2019, -0.2311, -0.1965, -0.1540, -0.2240, -0.1895, -0.2405, -0.1979, -0.2325, -0.2013, -0.1860, 0.1347, 0.0988, 0.1184, 0.1037, 0.1138, 0.1217, 0.0817, 0.0893, 0.1033, 0.1180, 0.0674, 0.1091, 0.0721, 0.0893, 0.0980, 0.0968, 0.1242, 0.1091, 0.1099, 0.1162, 0.0835, 0.0965, 0.1292, 0.0628, 0.0955, 0.0943, 0.0725, 0.1402, 0.1275, 0.1232, 0.1641, 0.0699, 0.1229, 0.0645, 0.1392, 0.0946, 0.0695, 0.0808, 0.1239, 0.1168, 0.0916, 0.0938, 0.1021, 0.0948, 0.0930, 0.1082, 0.1213, 0.1281, 0.0929, 0.1101, 0.1149, 0.1063, 0.0694, 0.1093, 0.1656, 0.0748, 0.1350, 0.0963, 0.0637, 0.1112, 0.0913, 0.1153, 0.1027, 0.0577, 0.0955, 0.1316]}

***

(2)
{"formula": "C5H10O", "method": "ωB97M-V/def2-TZVPD", "e_homo_ev": -9.43, "e_lumo_ev": 0.888, "smiles": "CC(=O)C(C)C", "charge": 0, "largest_force_ev_per_a": 3.886, "homo_lumo_gap_ev": 10.320, "e_above_lowest_kcal_mol": 51.09, "spin_multiplicity": 1, "symbols": ["O", "C", "C", "C", "C", "C", "H", "H", "H", "H", "H", "H", "H", "H", "H", "H"], "coordinates": [[1.371, 1.478, 0.371], [-0.386, -0.264, 0.146], [-1.323, 0.421, -0.827], [1.033, 0.464, -0.202], [-0.716, -0.006, 1.610], [1.859, -0.466, -0.952], [-0.471, 1.035, 1.827], [-0.135, -0.641, 2.293], [-1.072, 0.153, -1.861], [-2.364, 0.162, -0.636], [1.352, -0.939, 0.043], [1.376, -1.141, -1.651], [-1.189, 1.499, -0.708], [2.903, -0.211, -1.228], [-0.458, -1.366, -0.038], [-1.779, -0.179, 1.812]], "lowdin_charge": [0.0623, -0.3919, -0.0810, -0.5280, -0.0748, 0.0397, 0.0788, 0.0843, 0.0842, 0.0789, 0.1446, 0.0859, 0.0903, 0.1062, 0.1409, 0.0796]}

***

(3)
{"formula": "C5H14N2O", "method": "ωB97M-V/def2-TZVPD", "e_homo_ev": -8.20, "e_lumo_ev": 0.880, "smiles": "CN[C@H](C)CNCO", "charge": 0, "largest_force_ev_per_a": 5.207, "homo_lumo_gap_ev": 9.082, "e_above_lowest_kcal_mol": 108.59, "spin_multiplicity": 1, "symbols": ["O", "N", "N", "C", "C", "C", "C", "C", "H", "H", "H", "H", "H", "H", "H", "H", "H", "H", "H", "H", "H", "H"], "coordinates": [[1.680, 1.602, 1.363], [2.113, -0.164, -0.279], [-1.044, -0.929, 0.506], [-1.631, 0.017, 1.363], [0.973, -0.728, -0.931], [-0.490, -0.160, -0.584], [2.028, 0.285, 1.175], [-1.383, 0.078, -1.818], [0.572, 1.737, 1.128], [3.025, 0.121, 1.498], [-1.119, -1.952, 0.462], [-2.459, 0.573, 0.821], [-0.858, 0.770, 1.677], [0.907, -1.839, -0.791], [2.448, 0.492, -0.919], [-1.426, -0.917, -2.181], [-2.248, 0.859, -1.610], [-0.216, 0.941, -0.086], [-0.920, 0.551, -2.638], [1.209, -0.374, 1.652], [-2.260, -0.379, 2.202], [1.101, -0.581, -2.010]], "lowdin_charge": [-0.1208, -0.0461, -0.1150, -0.1797, -0.2128, -0.4065, -0.2925, -0.0626, 0.1625, 0.0978, 0.1398, 0.0882, 0.0616, 0.1140, 0.0755, 0.0633, 0.1212, 0.1343, 0.0406, 0.1356, 0.0949, 0.1065]}

***

(4)
{"formula": "C5H8O", "method": "ωB97M-V/def2-TZVPD", "e_homo_ev": -7.17, "e_lumo_ev": 1.009, "charge": 0, "largest_force_ev_per_a": 2.031, "homo_lumo_gap_ev": 8.177, "e_above_lowest_kcal_mol": 128.58, "spin_multiplicity": 1, "symbols": ["O", "C", "C", "C", "C", "C", "H", "H", "H", "H", "H", "H", "H", "H"], "coordinates": [[0.354, -0.739, 0.878], [1.050, -0.908, -0.719], [-1.097, -0.960, 0.413], [0.247, 0.702, 0.474], [-1.216, 0.520, 0.062], [1.283, 0.604, -0.624], [0.433, 1.397, 1.300], [-1.930, 1.054, 0.689], [-1.408, 0.736, -0.990], [2.265, 0.931, -0.260], [-1.595, -1.288, 1.316], [1.951, -1.489, -0.494], [1.032, 1.160, -1.537], [-1.284, -1.667, -0.418]], "lowdin_charge": [-0.1427, -0.0072, -0.1036, -0.2654, -0.1011, -0.2115, 0.1464, 0.1093, 0.1180, 0.0972, 0.1093, 0.0294, 0.1047, 0.1172]}

***

(5)
{"formula": "C12H30F36K2O6P6", "method": "ωB97M-V/def2-TZVPD", "e_homo_ev": -0.99, "e_lumo_ev": 5.096, "charge": -4, "largest_force_ev_per_a": 6.700, "homo_lumo_gap_ev": 6.085, "spin_multiplicity": 1, "symbols": ["K", "K", "P", "P", "P", "P", "P", "P", "F", "F", "F", "F", "F", "F", "F", "F", "F", "F", "F", "F", "F", "F", "F", "F", "F", "F", "F", "F", "F", "F", "F", "F", "F", "F", "F", "F", "F", "F", "F", "F", "F", "F", "F", "F", "O", "O", "O", "O", "O", "O", "C", "C", "C", "C", "C", "C", "C", "C", "C", "C", "C", "C", "H", "H", "H", "H", "H", "H", "H", "H", "H", "H", "H", "H", "H", "H", "H", "H", "H", "H", "H", "H", "H", "H", "H", "H", "H", "H", "H", "H", "H", "H"], "coordinates": [[-2.598, 0.815, -3.144], [2.057, 2.505, -1.813], [1.783, -4.527, 2.048], [0.290, -0.511, -0.975], [-0.640, -1.197, -6.151], [4.858, 1.822, 0.480], [0.946, -5.634, -3.005], [3.836, 1.082, -5.027], [4.172, 2.163, -6.189], [4.665, 0.701, 1.627], [0.980, -6.479, -1.667], [4.603, 0.733, -0.738], [6.430, 1.456, 0.464], [2.664, 2.145, -4.607], [1.243, -3.496, 0.906], [2.413, -6.226, -3.502], [-0.655, -1.269, 0.196], [-0.611, 0.822, -0.982], [-0.411, -5.057, -2.398], [1.183, 0.117, -2.179], [-1.048, -1.888, -4.759], [1.276, 0.128, 0.137], [2.930, 0.234, -6.062], [1.384, -5.674, 1.007], [4.972, 0.033, -5.578], [0.755, -2.036, -6.267], [2.234, -3.306, 3.042], [1.760, -4.418, -2.217], [5.111, 2.858, 1.693], [5.093, 3.003, -0.661], [4.838, 1.708, -3.872], [1.075, -4.875, -4.422], [3.269, -4.434, 1.386], [-1.394, -2.364, -7.083], [-0.155, -0.375, -7.446], [2.442, -5.616, 3.144], [0.259, -4.532, 2.705], [-2.022, -0.263, -6.088], [3.262, 2.149, 0.625], [-0.655, -1.153, -2.131], [1.280, -1.830, -1.114], [0.136, -6.815, -3.761], [0.080, -0.077, -5.218], [3.429, 0.073, -3.784], [-1.692, 1.325, 4.346], [-2.934, -1.696, 4.100], [3.218, 6.563, 3.236], [-4.263, 0.725, -0.800], [-4.814, -1.490, -2.385], [1.398, 3.544, 2.019], [-5.182, -0.202, -0.318], [-1.142, -0.046, 4.180], [-4.332, -2.880, -2.178], [-1.935, -1.043, 3.309], [3.967, 7.602, 2.609], [-3.652, 1.373, 0.260], [0.445, 2.596, 2.425], [-5.800, -0.931, -1.545], [-2.650, 1.479, 5.384], [1.802, 4.470, 3.090], [2.634, 5.540, 2.323], [-3.477, -2.851, 3.481], [-4.639, -0.932, 0.283], [-6.456, -0.166, -1.961], [-3.780, -3.162, -3.075], [-3.765, -2.552, 2.474], [-0.843, -0.433, 5.153], [-6.489, -1.720, -1.244], [-2.409, -0.577, 2.445], [-3.902, -2.969, -1.180], [-2.776, -3.683, 3.409], [3.269, 8.392, 2.330], [-3.253, 2.335, -0.064], [-3.550, 0.866, 5.337], [4.647, 8.071, 3.320], [-0.213, 0.040, 3.616], [4.408, 7.288, 1.663], [-5.188, -3.546, -2.075], [-2.944, 2.512, 5.569], [2.509, 4.085, 3.825], [-1.226, -1.839, 3.080], [-4.375, 1.712, 1.002], [-0.517, 3.048, 2.664], [3.525, 4.997, 2.006], [-4.357, -3.241, 3.992], [0.362, 1.850, 1.635], [2.190, 5.827, 1.370], [0.878, 2.135, 3.313], [-2.185, 1.210, 6.333], [0.903, 4.833, 3.588], [-2.903, 0.825, 0.832], [-6.039, 0.220, 0.207]], "lowdin_charge": [0.8618, 0.8620, 0.2114, 0.2280, 0.2026, 0.1890, 0.1393, 0.2179, -0.1917, -0.1616, -0.1719, -0.1579, -0.1741, -0.2351, -0.1780, -0.2308, -0.1880, -0.2196, -0.1645, -0.2404, -0.1597, -0.1532, -0.1647, -0.1598, -0.1956, -0.1552, -0.2075, -0.1833, -0.1878, -0.2060, -0.2001, -0.1738, -0.1872, -0.2111, -0.1780, -0.2399, -0.2229, -0.2540, -0.2314, -0.1921, -0.1414, -0.2020, -0.1864, -0.1743, -0.2082, -0.2195, -0.2113, -0.2268, -0.2203, -0.2164, -0.2124, -0.1154, -0.0008, -0.1596, -0.1319, -0.1229, -0.1077, -0.2109, -0.1396, -0.1482, -0.1448, -0.1082, 0.1262, 0.1109, 0.1091, 0.0721, 0.1246, 0.1129, 0.1062, 0.0945, 0.0913, 0.0644, 0.0932, 0.0746, 0.0744, 0.1178, 0.0848, 0.0672, 0.0701, 0.1246, 0.1344, 0.0841, 0.0743, 0.1107, 0.0713, 0.0838, 0.1179, 0.0907, 0.0707, 0.1094, 0.0865, 0.1207]}